DFT (wB97M-V/def2-TZVPD) results for a molecular structure, C55H72GeKN6O4 at a distorted geometry.

Results
Charge: -1
Highest occupied orbital energy in eV: -4.215
Energy above the lowest of the compared OMol25 structures with the same formula, charge and spin in kJ/mol: 168.5

Geometry as XYZ:
```
139
Properties=species:S:1:pos:R:3:forces:R:3:mulliken_charge:R:1
K -0.78578 0.39620 1.70474 1.75 -1.61 -1.21 2.608
C 1.67512 -1.94530 1.11204 0.13 0.07 0.02 -0.749
N 2.23252 -1.40630 2.33194 0.13 -0.17 0.13 1.532
C 1.90742 -2.20490 3.49344 -0.24 -0.17 0.27 -1.796
C 0.58672 -1.77200 4.13624 0.40 -0.07 -0.04 1.804
C 0.58242 -0.38620 4.79024 0.09 -0.38 0.53 -1.651
N 0.19562 0.69810 3.92234 0.16 0.56 0.43 0.358
C -0.41498 1.67540 4.45384 0.36 -0.52 0.79 -0.877
C -0.70168 2.97620 3.87234 -0.40 0.66 -0.33 0.928
C -0.33818 4.04660 4.69414 0.22 -0.04 -0.04 -0.554
C -0.43518 5.36570 4.30554 0.13 0.21 0.29 -0.997
C -1.01608 5.64440 3.07324 -0.03 0.07 0.01 -0.787
C -1.46728 4.62430 2.28084 -0.11 0.04 -0.20 -0.310
C -1.33298 3.24080 2.60864 -0.18 0.55 0.47 -0.104
O -1.79608 2.34180 1.83834 -1.04 1.28 0.05 -0.539
C 3.61462 -1.01460 2.19314 0.21 0.21 -0.10 -1.384
C 3.71782 0.30200 1.41754 -0.01 -0.03 0.30 0.017
C 2.80722 1.35710 2.05524 0.41 -0.23 0.48 0.349
N 2.02672 2.03170 1.06964 -0.39 0.04 -0.52 0.254
C 1.55232 3.16570 1.34094 0.45 0.11 0.55 -1.427
C 0.84832 3.96850 0.35934 -0.29 0.23 -0.54 1.160
C 1.12852 5.33170 0.34244 0.01 -0.23 -0.06 -0.253
C 0.64382 6.16240 -0.64546 0.07 0.20 -0.08 -1.102
C -0.10928 5.60810 -1.66836 0.01 0.10 -0.03 -0.599
C -0.43438 4.26770 -1.64376 -0.07 -0.25 -0.18 -0.829
C -0.03128 3.42770 -0.59856 0.18 0.66 0.10 0.542
O -0.46558 2.17980 -0.50116 -0.55 -0.64 0.04 -0.276
H 2.30562 -2.75910 0.70604 -0.10 -0.03 -0.03 0.330
H 1.59032 -1.16680 0.35854 -0.01 0.04 -0.12 -0.623
H 0.68102 -2.34370 1.30464 -0.15 -0.05 -0.06 0.287
H 2.70842 -2.12750 4.23944 -0.02 0.04 -0.12 0.514
H 1.81932 -3.27420 3.22294 0.12 0.09 0.08 0.302
H 0.34752 -2.51950 4.89944 -0.18 0.01 -0.05 0.480
H -0.19208 -1.78920 3.38044 -0.08 -0.19 0.06 -1.764
H 1.60012 -0.16150 5.14454 -0.06 -0.07 0.07 0.390
H -0.07718 -0.43060 5.67424 0.14 0.13 -0.08 0.737
H -0.64908 1.63120 5.53504 0.04 -0.07 -0.16 0.136
H 0.09342 3.81970 5.66254 0.01 -0.05 0.10 0.377
H -0.08058 6.16490 4.94454 -0.03 -0.04 0.06 0.349
H -1.11918 6.67500 2.74644 -0.03 -0.05 -0.04 0.432
H -1.92988 4.85830 1.33244 -0.03 -0.04 -0.12 0.179
H 4.23142 -1.78980 1.69314 -0.10 0.02 0.11 0.328
H 4.03272 -0.85510 3.19214 -0.05 -0.07 -0.01 0.400
H 3.40032 0.14610 0.38784 0.01 0.07 -0.14 -0.452
H 4.75942 0.63450 1.40874 0.02 -0.04 -0.13 0.498
H 3.39052 2.06680 2.67014 -0.12 -0.12 -0.04 0.424
H 2.09882 0.83320 2.70784 0.19 0.15 -0.01 -0.552
H 1.76372 3.67570 2.29544 0.01 -0.08 0.00 0.289
H 1.74672 5.73280 1.13204 0.08 0.05 0.13 0.435
H 0.87252 7.21920 -0.63586 0.01 0.04 -0.01 0.370
H -0.44818 6.22770 -2.48696 -0.06 0.03 -0.08 0.386
H -1.00858 3.82690 -2.44876 -0.11 0.04 -0.02 0.578
C 1.97702 -5.07920 -4.54846 -0.19 0.07 0.14 -2.141
C 0.72382 -4.98350 -3.67476 0.07 -0.16 -0.10 2.175
C -0.50508 -5.25450 -4.55116 0.13 0.04 0.10 -1.684
C 0.83262 -6.04430 -2.57196 0.00 0.08 -0.10 -1.643
C 0.56692 -3.62650 -3.01396 0.00 0.13 0.10 0.457
C -0.51638 -3.38490 -2.17546 0.11 0.08 0.05 -1.131
C -0.62218 -2.15900 -1.53976 -0.19 -0.40 -0.19 -1.666
N 0.24152 -1.17900 -1.69806 0.18 0.41 0.11 0.438
C 1.28592 -1.38470 -2.49276 -0.24 -0.49 -0.06 0.285
C 1.47922 -2.59190 -3.16766 -0.10 0.18 0.07 -0.945
C 2.25062 -0.27080 -2.58046 0.61 0.36 -0.14 -0.351
C 3.57552 -0.45990 -2.97366 -0.19 0.03 0.02 -0.291
C 4.45692 0.61590 -3.00466 -0.13 0.17 0.03 0.600
C 3.94992 1.84910 -2.61536 0.00 -0.16 -0.01 -0.884
C 2.61742 1.94140 -2.23476 0.29 0.24 -0.08 -0.678
N 1.78782 0.92450 -2.22936 -0.41 -0.22 -0.02 0.012
C 5.88622 0.42660 -3.48516 0.13 0.01 -0.05 2.300
C 6.77522 1.61420 -3.10626 -0.14 -0.16 -0.04 -2.066
C 5.86572 0.29500 -5.01406 0.03 0.03 0.16 -1.639
C 6.48002 -0.84720 -2.86926 -0.07 0.15 -0.04 -1.679
H 2.01802 -6.06440 -5.01186 0.02 -0.05 -0.03 0.446
H 2.87762 -4.94740 -3.95136 0.12 0.03 0.01 0.398
H 1.96442 -4.33110 -5.33826 0.04 0.06 -0.12 0.427
H -0.42428 -6.22940 -5.02936 0.00 -0.11 -0.05 0.450
H -0.58768 -4.49150 -5.32296 -0.04 0.05 -0.11 0.387
H -1.41428 -5.23400 -3.95806 -0.15 -0.03 0.03 0.307
H 0.94922 -7.03130 -3.01476 -0.01 -0.16 -0.04 0.453
H -0.04608 -6.04780 -1.93496 -0.13 -0.05 0.08 0.349
H 1.69592 -5.84430 -1.94036 0.10 0.00 0.07 0.358
H -1.26078 -4.13840 -1.98306 -0.14 -0.13 0.05 0.598
H -1.43428 -1.96420 -0.86096 -0.23 -0.11 0.17 0.925
H 2.33082 -2.70110 -3.81736 0.11 -0.04 -0.07 0.604
H 3.92052 -1.44220 -3.25326 0.01 -0.14 0.03 0.287
H 4.56072 2.73570 -2.59766 0.09 0.11 0.02 0.429
H 2.20222 2.89090 -1.92856 -0.02 0.16 0.06 0.292
H 6.47502 2.51550 -3.63726 0.00 0.10 0.01 0.371
H 7.80922 1.39720 -3.37016 0.07 0.00 -0.04 0.460
H 6.72622 1.80320 -2.03646 0.04 0.07 0.13 0.413
H 5.49132 1.21060 -5.46856 -0.04 0.06 -0.07 0.380
H 5.22142 -0.52580 -5.32086 -0.05 -0.10 -0.06 0.332
H 6.87242 0.10920 -5.38516 0.11 -0.03 -0.09 0.451
H 6.30822 -0.85610 -1.79506 0.04 -0.07 0.12 0.303
H 7.55282 -0.89100 -3.05036 0.09 -0.02 -0.06 0.467
H 6.02992 -1.73730 -3.30216 -0.01 -0.13 0.04 0.356
C -4.57928 2.90090 -3.71866 0.03 0.22 0.07 -1.026
C -4.88848 3.95770 -2.66816 -0.16 -0.20 0.04 -0.550
C -4.82018 3.44910 -1.22506 0.08 0.12 -0.19 -0.626
C -3.43078 3.47220 -0.58906 0.40 -0.59 0.22 -0.621
Ge -2.26018 1.83500 -0.81546 -0.52 0.65 -0.75 0.697
C -3.12268 0.18530 -0.07876 0.32 0.55 -0.13 0.547
C -3.84888 -0.57350 -1.18276 0.19 -0.14 -0.19 -0.737
C -4.36818 -1.95150 -0.76036 -0.15 0.14 -0.04 -0.037
C -5.55748 -1.90000 0.19324 0.19 -0.06 -0.08 -1.528
H -4.68658 3.31620 -4.71946 0.03 -0.03 -0.14 0.409
H -5.26578 2.06330 -3.62376 -0.07 -0.18 -0.01 0.280
H -3.56628 2.52830 -3.60316 0.11 -0.12 -0.06 0.237
H -5.89718 4.34220 -2.85106 0.05 0.07 -0.03 0.403
H -4.19368 4.79140 -2.78496 -0.03 0.15 0.03 0.301
H -5.23648 2.44130 -1.17686 -0.23 -0.08 0.02 0.276
H -5.46648 4.09410 -0.62086 -0.01 -0.12 0.04 0.371
H -3.55268 3.52890 0.49024 0.14 -0.05 0.10 0.487
H -2.90388 4.37540 -0.89736 0.12 -0.06 0.02 0.486
H -2.10458 1.51810 -2.35056 -0.13 0.01 0.25 -0.419
H -3.81838 0.50950 0.69014 0.02 0.09 0.26 0.647
H -2.40248 -0.46410 0.41084 -0.35 -0.21 -0.20 -1.702
H -3.15568 -0.71480 -2.01866 -0.10 0.06 -0.08 0.290
H -4.68878 0.02230 -1.55986 0.05 0.01 -0.09 0.552
H -3.56268 -2.50890 -0.27976 0.09 -0.11 -0.04 -0.028
H -4.66128 -2.49830 -1.66416 0.06 0.01 0.03 0.452
H -5.24368 -1.57820 1.18184 0.00 0.09 0.18 0.264
H -6.01148 -2.88540 0.28844 -0.05 -0.05 0.08 0.416
H -6.31878 -1.21040 -0.16806 -0.12 0.09 -0.04 0.357
O -1.93248 -3.37650 1.61474 0.01 -0.28 -0.06 -0.825
C -2.35218 -2.73780 2.57464 -0.13 -0.31 -0.09 -0.300
N -2.26448 -1.40580 2.72034 -0.06 0.20 -0.43 1.348
C -2.78668 -1.01900 3.90544 -0.42 -0.26 0.38 -0.385
O -2.85818 0.11340 4.34244 -0.02 0.29 0.20 -0.699
C -3.30998 -2.24330 4.62204 0.02 -0.44 -0.13 -0.207
C -3.97218 -2.40650 5.81804 0.03 0.18 -0.04 -0.461
C -4.41598 -3.68270 6.14614 -0.03 0.00 0.16 -0.511
C -4.16368 -4.75780 5.30874 -0.01 -0.14 0.01 -0.501
C -3.45708 -4.59440 4.12074 0.03 0.00 -0.14 -0.492
C -3.04818 -3.32270 3.78394 -0.18 0.23 0.34 0.133
H -4.14968 -1.56520 6.47254 -0.05 0.10 0.00 0.510
H -4.96828 -3.83480 7.06544 0.01 -0.04 0.01 0.388
H -4.52828 -5.73900 5.57944 0.00 -0.08 0.05 0.426
H -3.25448 -5.43780 3.47774 0.03 -0.06 -0.12 0.519
```
Forces are in eV/Å.

DFT (wB97M-V/def2-TZVPD) results for 5 unconnected molecules or ions with the total composition C21H46O21P4 at a distorted geometry.

Results
Highest occupied orbital energy in eV: -9.737

Geometry as XYZ:
```
92
Properties=species:S:1:pos:R:3:forces:R:3:mulliken_charge:R:1
O 9.13929 0.26029 -2.17734 0.14 0.07 -0.21 -0.493
C 8.49285 0.39391 -3.17587 0.61 -0.22 0.95 0.294
O 8.10066 1.60734 -3.62347 -0.22 -0.09 0.14 -0.391
C 6.67563 1.70991 -3.49310 -0.96 -0.19 -0.51 -0.267
C 6.14605 3.03130 -4.00578 0.43 0.06 -0.38 -0.785
C 4.60749 3.09051 -4.06393 0.19 -0.08 -0.30 -0.728
C 3.91085 2.20098 -3.03776 0.16 0.46 -0.19 0.513
C 2.41114 2.19104 -3.09653 0.81 -0.27 0.78 0.217
C 1.67843 1.66302 -2.12103 -0.40 0.39 -0.57 -0.413
C 0.24931 1.78268 -2.50987 0.86 -0.51 0.78 0.089
O -0.70372 1.38799 -1.91530 -0.31 0.31 -0.44 -0.460
O 0.21246 2.41520 -3.72813 -0.84 0.24 -0.61 -0.319
C 1.49372 2.68068 -4.17349 0.36 -0.27 0.57 0.011
O 1.73324 3.19364 -5.21750 -0.26 -0.02 0.07 -0.516
H 8.20376 -0.51046 -3.73472 -0.38 0.39 -0.45 0.335
H 6.21271 0.90035 -4.07417 0.03 -0.06 0.08 0.258
H 6.35982 1.57612 -2.45486 0.39 -0.09 0.10 0.280
H 6.52582 3.16049 -5.02242 0.06 0.10 0.04 0.276
H 6.56327 3.85389 -3.42148 -0.07 -0.08 0.15 0.333
H 4.31810 4.13488 -3.93583 -0.17 -0.06 0.09 0.335
H 4.27311 2.82400 -5.06709 0.03 -0.11 0.03 0.418
H 4.23315 1.15858 -3.11307 -0.03 0.01 -0.23 0.061
H 4.23086 2.53340 -2.04458 -0.30 -0.05 0.11 0.295
H 2.04388 1.22620 -1.20540 -0.19 -0.03 0.07 0.655
C -4.68660 1.61106 2.30797 -0.09 0.11 -0.12 -0.700
O -3.37528 1.02222 2.37304 -1.78 -0.88 1.86 -0.304
P -3.23906 -0.60119 2.29893 3.59 -1.10 -4.17 1.017
O -1.82124 -0.84902 2.59096 -0.13 0.18 0.69 -0.682
O -3.59867 -0.69766 0.71732 -0.23 -0.25 0.11 -0.341
C -2.78795 0.04156 -0.19535 -0.05 0.37 -0.07 -0.587
O -4.00662 -1.98148 2.61564 -1.42 1.86 1.71 -0.396
C -5.42168 -1.91720 2.92880 -0.09 -0.04 -0.14 -0.647
H -4.55815 2.68178 2.17300 0.10 -0.02 0.01 0.281
H -5.25443 1.21206 1.46435 0.05 -0.03 0.00 0.334
H -5.23623 1.43109 3.23205 -0.01 0.04 0.00 0.284
H -1.77691 0.15830 0.18880 0.01 -0.02 -0.02 0.259
H -3.21673 1.02807 -0.38271 0.03 0.03 0.07 0.281
H -2.75576 -0.48733 -1.14465 -0.03 -0.16 0.09 0.300
H -5.97979 -1.48527 2.09781 -0.01 0.00 0.02 0.307
H -5.59068 -1.32977 3.82967 -0.08 -0.05 0.01 0.300
H -5.77125 -2.93061 3.09863 0.10 -0.03 0.00 0.325
C 6.82758 -3.80499 -2.45574 -0.03 -0.10 0.17 -0.812
O 5.87409 -2.75640 -2.71649 2.27 -1.13 -2.11 -0.231
P 4.87593 -2.87361 -4.02196 -6.35 2.43 3.15 0.894
O 4.30120 -1.51210 -3.94700 0.70 0.41 -0.32 -0.487
O 3.94664 -4.01125 -3.32835 0.18 -0.46 -0.43 -0.345
C 3.45644 -3.80306 -2.00655 0.21 -0.17 0.35 -0.564
O 4.32125 -3.30433 -5.49428 3.36 -0.95 -0.53 -0.317
C 5.00759 -4.33760 -6.23544 -0.20 -0.14 -0.01 -0.694
H 7.23744 -3.63550 -1.46384 -0.03 0.09 -0.01 0.252
H 6.34806 -4.78662 -2.48005 -0.04 0.02 0.00 0.388
H 7.63830 -3.77828 -3.18400 0.05 0.01 0.06 0.291
H 3.31588 -2.74347 -1.79565 0.01 0.02 -0.09 0.225
H 4.13918 -4.23275 -1.27037 0.03 0.07 0.01 0.252
H 2.50528 -4.32353 -1.92247 -0.02 0.02 -0.14 0.258
H 5.00149 -5.27788 -5.68036 -0.02 0.00 -0.01 0.310
H 6.03380 -4.04023 -6.45451 -0.02 -0.01 -0.07 0.297
H 4.47395 -4.47741 -7.17074 -0.05 0.07 0.02 0.245
C 3.64796 3.03271 4.96640 -0.13 -0.11 0.08 -0.686
O 3.12254 3.73240 3.82392 2.98 -0.27 0.66 -0.353
P 3.66346 3.33962 2.32795 -5.57 -0.13 -3.45 0.989
O 3.06488 4.43440 1.54794 0.49 0.34 0.12 -0.743
O 2.85055 1.93702 2.27343 0.45 -0.24 -0.15 -0.256
C 1.44505 1.92751 2.53820 -0.16 -0.11 0.39 -0.738
O 4.78452 2.76675 1.29145 1.85 0.40 2.58 -0.103
C 5.94152 2.08192 1.81975 -0.06 -0.19 -0.12 -0.659
H 3.03138 3.29323 5.82235 -0.03 0.06 -0.05 0.236
H 3.60859 1.95078 4.81735 -0.03 0.01 -0.03 0.329
H 4.67670 3.33570 5.16351 -0.02 0.03 0.06 0.291
H 0.97714 2.86909 2.25317 0.10 0.04 -0.05 0.376
H 1.25830 1.73392 3.59580 0.00 0.07 0.01 0.276
H 1.00307 1.10997 1.97328 0.09 0.01 -0.07 0.249
H 5.64018 1.19665 2.38397 0.00 0.00 -0.02 0.307
H 6.52769 2.74713 2.45504 0.05 -0.02 -0.04 0.301
H 6.55367 1.77068 0.97776 -0.05 0.05 -0.04 0.195
C -11.51377 -2.94498 4.78271 -0.14 0.03 0.10 -0.688
O -10.23744 -2.28102 4.74144 -0.41 -1.84 -1.96 -0.344
P -9.83298 -1.43309 3.41495 0.98 5.14 1.79 0.988
O -8.42927 -1.06719 3.62192 0.31 -0.68 -0.16 -0.565
O -10.87677 -0.22680 3.72404 -0.06 0.11 -0.31 -0.326
C -10.77428 0.47994 4.95526 -0.22 -0.09 0.27 -0.641
O -10.11001 -1.30330 1.83211 -0.64 -2.83 0.45 -0.295
C -11.18693 -2.06738 1.24744 -0.11 0.13 -0.08 -0.619
H -11.67518 -3.27991 5.80340 0.09 0.02 0.01 0.248
H -12.31958 -2.26367 4.50014 0.05 0.05 0.01 0.334
H -11.51881 -3.80981 4.11923 0.00 -0.03 0.05 0.283
H -9.74775 0.50126 5.32044 0.02 -0.02 -0.06 0.289
H -11.41905 0.02734 5.71238 0.06 -0.06 0.02 0.250
H -11.12378 1.49585 4.78450 0.05 0.00 -0.11 0.245
H -12.14205 -1.79080 1.69840 0.02 0.02 0.00 0.297
H -11.01244 -3.13700 1.36861 0.00 0.00 -0.06 0.284
H -11.21600 -1.83244 0.18794 0.08 0.05 0.01 0.256
```
Forces are in eV/Å.

| no. | LUMO level (eV) |
| --- | --- |
| 1 | 1.984 |
| 2 | -1.204 |